The following is a quantum chemistry calculation of 19 unconnected molecules or ions with the total composition C57H152O57S19, from OMol25.

Values from the calculation:
Frontier orbital gap = 9.7810 eV
Molar mass = 2359.1 g/mol
HOMO energy = -10.45 eV
Relative energy (zero: lowest compared OMol25 entry of this formula, charge and spin) = 25.3 kcal/mol

The geometry in ORCA input format:
```
! RIJCOSX wB97M-V def2-TZVPD def2/J DEFGRID3
* xyz 0 1
H -4.389 -2.222 3.583
H 2.944 -3.842 -6.207
O -6.333 0.254 3.304
H -1.969 -1.126 -2.239
H -3.959 2.282 6.808
O 1.322 -1.612 1.224
S -0.303 7.307 7.769
H 7.938 -2.569 -0.544
H 4.528 -4.210 6.296
H -4.317 1.423 4.498
O -5.940 1.472 -3.834
O -6.558 -3.707 -3.753
O -2.913 -6.181 -7.354
C 2.791 7.329 3.191
O 1.784 9.967 3.594
H -3.313 2.924 -2.908
H 2.832 -6.126 -1.876
H 3.615 -5.751 -3.169
C -4.416 2.490 4.694
O -7.939 -3.838 -6.003
C 4.007 4.616 -2.152
O 1.979 -3.235 -8.504
H -2.320 5.335 5.106
H -5.350 -4.374 -5.217
H 2.174 -9.568 -6.343
H -0.724 3.535 -2.609
H -6.613 1.477 -0.324
H 1.869 0.210 4.437
C -6.997 -1.492 -4.883
O -4.807 -8.219 -1.189
H -3.401 2.842 4.508
H -2.172 -6.115 1.051
S -3.353 -8.042 -0.796
H -1.085 4.990 -3.612
O -2.977 -6.431 -0.729
O -2.252 -3.711 -7.405
O -0.396 7.043 9.193
H -7.052 2.455 -7.008
S -5.889 -0.752 2.302
O -4.842 4.141 6.217
H 1.524 8.922 7.917
H -3.191 5.913 7.327
H 3.709 0.134 6.408
C 2.491 -8.001 -4.895
C -1.389 3.976 -3.351
S -3.359 9.890 -0.390
H 1.405 -0.696 5.850
C -0.599 -3.284 4.306
C 0.348 1.835 6.819
C 2.672 -5.448 -2.714
H 0.857 1.919 0.968
O 4.134 2.447 -0.647
H 2.002 3.384 -5.696
C 7.514 -2.256 -1.498
H 1.387 8.191 6.388
H -5.454 -1.369 -0.369
H -1.013 -6.643 -0.310
C -7.107 1.703 -6.220
H 4.198 2.002 -5.223
C 3.586 -0.543 5.563
H 0.569 10.099 0.904
H 3.228 -2.855 -3.891
S -1.198 0.562 10.114
H 8.046 4.156 1.183
O 2.305 -0.668 -8.658
H 3.465 -8.150 -4.427
H -5.196 11.008 0.888
H -4.300 -0.390 -4.060
H 0.434 -2.507 -5.993
C -5.362 -0.288 -0.271
H -5.654 2.079 6.420
H -0.549 6.945 5.103
H 9.534 -1.198 3.289
O -1.343 3.445 -4.649
H 2.822 5.260 3.982
O 2.388 -6.318 3.324
H 0.922 4.619 -5.455
C -1.961 6.188 0.080
C -0.949 -1.512 -2.233
H 2.987 0.739 -4.698
C 5.318 -4.149 5.548
C -0.301 5.943 5.454
H 4.574 -3.652 -6.546
H -2.953 4.370 8.264
C -5.616 -4.702 -4.212
H -4.529 -3.940 -9.392
C -2.851 3.896 -2.740
H 3.767 5.362 -1.394
C -4.237 -1.486 2.793
C 8.482 -1.214 -2.032
H -6.867 -0.913 -3.968
H 4.549 -3.882 -4.165
H -7.471 0.003 -0.313
H -2.455 -1.780 -4.952
C -3.240 -1.443 -5.630
C 1.396 7.946 7.450
H 0.706 -9.148 -5.366
H 0.134 8.402 0.858
S 0.406 -0.492 1.321
H 5.832 -0.874 1.289
H -0.851 -6.536 -6.828
C 8.492 0.765 2.642
H 4.601 -2.005 -4.614
O -4.718 0.449 -5.874
H -7.280 0.682 -6.560
H 1.519 -3.702 3.590
H -1.292 -2.915 3.550
H 4.349 -1.579 1.723
H -3.056 0.638 -4.957
O 3.342 -1.958 -6.727
C -4.424 -4.623 -8.549
H -0.537 -1.532 -3.242
H -4.404 -5.262 -2.338
H 8.774 0.766 1.589
O 5.052 -3.706 -0.799
C -1.826 -5.998 0.024
H 0.155 0.197 -1.870
S 1.540 -5.955 2.201
O -5.509 3.764 8.696
O 6.932 4.147 3.746
H 0.811 -1.382 -1.156
C 5.250 -1.785 1.145
O 0.182 -6.045 -2.465
H 10.511 0.238 3.455
H -1.884 -3.771 0.008
H 1.897 -10.035 -4.529
C -2.862 7.481 0.546
H -3.876 -4.008 -3.276
O -4.362 9.315 -1.310
C -2.194 -8.528 -2.185
H 5.207 1.677 -2.906
S 4.962 -2.229 -0.660
O 1.664 -7.663 -3.706
C 9.483 -0.125 3.477
C 0.691 -1.659 -6.628
C -1.864 -6.578 -6.428
H 7.963 -0.602 -2.770
C -1.316 5.052 4.791
C 0.447 0.904 8.077
H 2.828 -3.834 1.821
O -2.664 0.550 10.299
H -2.947 7.476 1.632
H -3.914 7.465 0.259
O -2.900 -8.624 0.490
C -0.047 -0.736 -1.344
H 2.203 -1.504 4.391
O 4.240 -1.805 5.893
H 5.345 -4.993 4.858
H 2.488 -4.455 -2.302
C 1.252 3.700 -4.971
H -1.356 -4.525 -1.465
H -1.469 -8.500 -5.443
H 0.525 -1.122 10.343
H 4.587 0.267 -5.127
O -0.433 -0.120 2.408
H -3.463 -0.756 3.027
H 2.145 7.167 7.589
H 4.300 5.761 3.069
S -5.153 4.806 7.797
H -0.420 -2.488 5.029
C 2.150 -0.642 5.056
O 1.080 -6.905 1.174
S -2.701 -4.827 -8.263
H -2.091 6.097 -0.998
H -2.920 -1.229 -6.649
O 4.116 -3.007 3.662
O -6.821 -1.675 1.676
H -1.906 -8.488 -7.141
O -0.319 5.876 6.843
H -6.088 -1.707 -5.445
C -6.579 0.467 -0.734
O -1.320 8.243 7.206
H -1.873 -6.130 -5.435
H -3.881 10.801 1.976
H 7.405 2.642 0.411
H 1.415 3.864 -3.906
H -3.680 -5.608 -3.941
O -0.310 1.443 10.897
C 3.212 5.810 3.125
S 0.869 9.012 3.013
O -5.191 0.237 1.091
H 9.305 -1.651 -2.596
H 7.429 -3.135 -2.137
H 1.708 0.797 -0.144
O -2.051 -5.193 -9.511
H 0.115 2.863 7.098
H -3.159 -8.281 -6.041
O 6.299 -1.935 4.281
H -5.235 2.902 4.104
H 8.927 -0.585 -1.261
O -0.885 0.779 8.498
C 1.781 -9.332 -5.355
O 0.892 -5.459 -4.858
H -6.812 0.566 -1.794
H 0.700 -0.110 7.766
H 4.038 0.352 -2.678
H -7.751 -0.920 -5.425
H -3.996 -2.227 -5.602
H -4.474 -0.030 -0.848
H 1.818 -4.393 0.372
C 4.022 1.079 -4.669
S -7.788 -3.069 -4.737
O 3.705 -1.564 -1.086
O 0.345 -4.913 2.604
H -4.084 -2.144 1.938
O -4.700 2.949 -5.526
C -4.396 10.314 1.147
H -4.907 -4.205 -7.666
C 4.222 1.300 -3.183
S 2.057 -1.883 -7.877
H -0.291 -4.611 -0.005
H 0.839 -4.851 4.624
H 2.825 5.343 2.220
O 0.184 1.474 -3.916
C -4.757 2.641 6.158
C 2.479 -4.657 1.198
C -4.373 -4.972 -3.389
C 0.924 9.096 1.143
H 2.509 -7.333 -5.756
H -0.362 1.444 6.090
C -3.787 -0.169 -4.996
S 3.141 3.113 -1.566
H 1.303 1.718 6.308
O 5.938 1.924 3.106
C -2.111 -8.016 -6.180
O -0.518 9.017 3.477
H -1.288 4.040 5.193
O -0.668 -0.593 -0.074
H -2.820 4.069 -1.664
H -4.810 -5.618 -8.768
H -2.632 -9.491 -2.448
H 2.289 0.888 1.428
H 3.436 4.933 -3.024
H 3.434 -5.127 0.961
S 7.003 2.936 2.996
H 5.838 -2.630 1.502
O -8.988 -2.966 -3.871
S -5.530 1.789 -5.212
H -0.999 -1.509 11.226
H -2.250 5.279 0.608
H -0.893 6.354 0.222
C 1.352 0.953 0.875
H 0.974 -0.835 -5.974
H -1.200 -8.733 -1.787
H -1.088 -2.572 -2.022
H 6.321 -4.135 5.976
H -1.201 -3.837 5.026
O 1.815 3.549 -1.162
O -0.229 1.953 -6.458
H -1.282 4.940 3.707
O -2.253 8.653 0.140
O 3.157 2.250 -2.970
H 1.891 8.904 0.679
C 3.756 -3.132 -6.049
S 5.088 -2.614 4.672
H 7.485 0.350 2.684
S -0.101 2.403 -5.041
H 5.078 4.463 -2.285
C 7.240 3.423 1.154
O 6.286 -1.522 -1.392
C -1.314 -4.616 -0.380
O 8.426 2.127 3.198
C 4.094 -2.967 -4.544
C 0.565 -4.183 3.807
H -4.995 9.491 1.535
C -3.469 5.328 8.203
H -0.314 -1.400 -6.963
H 0.735 5.963 5.115
H 1.121 1.266 8.854
H 4.223 -0.097 4.799
C -0.560 -1.209 10.275
S 1.164 -6.068 -3.542
H 9.012 -0.094 4.460
H -3.516 4.506 -3.351
H 3.417 7.801 3.949
H -3.466 5.795 9.187
O -5.978 6.036 7.737
H -6.255 -5.580 -4.299
H -7.943 2.072 -5.626
H 3.003 7.747 2.207
O 1.421 7.482 3.358
H -1.058 -1.743 9.466
O -2.603 11.054 -0.799
H 6.284 3.723 0.725
H -2.297 -7.686 -2.869
*
```

Löwdin population analysis, charges in e, atoms 1 to 6: number 1, H, carries 0.0630; number 2, H, carries 0.0906; number 3, O, carries -0.3244; number 4, H, carries 0.0808; number 5, H, carries 0.1090; number 6, O, carries -0.2939